The following is a quantum chemistry calculation of a molecular structure, C26H26Cl4N8O2SeTi, from the OMol25 dataset.

Geometry as XYZ:
```
68
Properties=species:S:1:pos:R:3:forces:R:3
Ti 0.504 -0.494 -0.072 -0.0987 -0.1118 -0.2245
C 3.529 2.701 -0.201 -0.0323 -0.0034 -0.0208
C 2.260 1.908 -0.276 -0.1079 0.0001 -0.0135
N 2.103 0.696 0.320 0.1157 0.0075 0.0550
C 3.108 0.249 1.271 0.0089 -0.0562 0.0833
C 2.345 -0.161 2.517 0.0154 -0.0007 -0.0424
N 1.338 -1.105 2.045 -0.0724 0.0429 -0.0066
C 0.369 -1.556 3.033 0.0164 0.0146 0.0202
C -0.461 -2.653 2.386 -0.0317 -0.0457 -0.0242
N -0.718 -2.345 0.959 0.0344 0.0522 0.0107
C -2.140 -2.434 0.611 -0.0049 0.0872 0.0605
C -2.407 -1.643 -0.646 0.0140 0.0090 -0.0059
N -1.699 -0.376 -0.561 0.0791 -0.0690 0.0959
C -2.092 0.615 -1.282 0.0397 0.0314 0.0050
C -3.369 0.609 -2.064 0.0194 -0.0163 0.0146
C -1.116 1.686 -1.379 -0.2155 -0.0417 -0.1212
C -1.364 2.870 -2.004 0.1307 0.0422 0.0519
C -0.325 3.837 -2.118 -0.0565 -0.0171 -0.0174
C 0.892 3.533 -1.597 0.0104 -0.0812 0.0551
C 1.112 2.303 -0.926 0.2469 0.0875 0.0280
N 0.094 1.353 -0.813 -0.0894 -0.0535 -0.0261
H 4.387 2.097 -0.505 0.0119 0.0035 0.0176
H 3.729 3.081 0.805 0.0097 -0.0114 0.0057
H 3.485 3.560 -0.866 0.0012 -0.0012 -0.0075
H 3.837 1.022 1.512 -0.0180 0.0133 -0.0197
H 3.655 -0.616 0.878 -0.0321 -0.0103 -0.0100
H 1.831 0.701 2.949 0.0125 0.0019 0.0065
H 2.995 -0.605 3.281 0.0036 0.0094 0.0031
H 1.833 -1.912 1.665 0.0032 -0.0024 0.0106
H -0.257 -0.708 3.308 -0.0057 -0.0055 -0.0129
H 0.858 -1.941 3.935 -0.0189 0.0147 0.0100
H -1.412 -2.738 2.911 0.0164 -0.0553 0.0029
H 0.045 -3.618 2.469 0.0504 0.0259 -0.0132
H -0.178 -2.997 0.397 -0.0655 -0.0194 -0.0425
H -2.693 -1.979 1.432 -0.0072 -0.0126 -0.0013
H -2.473 -3.471 0.495 -0.0120 0.0032 0.0241
H -3.485 -1.524 -0.771 0.0130 0.0038 -0.0227
H -2.022 -2.165 -1.531 -0.0104 -0.0201 0.0051
H -3.295 -0.136 -2.860 -0.0205 -0.0042 0.0005
H -3.578 1.569 -2.523 0.0101 0.0082 0.0067
H -4.214 0.341 -1.428 -0.0127 -0.0012 -0.0127
H -2.337 3.076 -2.422 -0.0132 -0.0015 0.0016
H -0.501 4.775 -2.625 0.0049 0.0011 -0.0010
H 1.717 4.227 -1.678 -0.0270 0.0411 -0.0269
Cl 1.762 -4.409 -5.568 -0.0086 0.0083 -0.0033
C 1.813 -3.742 -3.976 0.0604 -0.0517 0.0301
C 2.654 -4.293 -3.014 -0.0123 -0.0248 -0.0789
Cl 3.655 -5.646 -3.404 -0.0042 0.0089 0.0101
C 2.691 -3.756 -1.723 -0.0639 0.0786 0.0106
Cl 3.705 -4.413 -0.489 0.0193 -0.0134 0.0225
C 1.892 -2.668 -1.407 -0.0289 -0.0266 -0.0292
O 1.815 -2.075 -0.231 0.1739 0.0331 0.0513
C 1.042 -2.112 -2.378 0.0373 -0.0053 -0.0495
O 0.332 -1.084 -1.956 -0.0218 0.0878 -0.0838
C 1.002 -2.648 -3.657 -0.0165 -0.0044 0.1045
Cl -0.073 -1.944 -4.809 -0.0131 0.0101 -0.0121
Se -4.687 0.563 2.860 0.0387 0.0019 -0.0155
N -4.467 2.269 2.424 -0.0334 -0.0032 0.0116
C -3.182 2.428 2.196 0.0056 -0.0032 -0.0115
C -2.559 3.663 1.828 -0.0743 -0.0309 0.0069
C -1.224 3.643 1.645 0.1129 0.0198 -0.0268
C -0.485 2.416 1.804 0.0292 -0.0563 -0.0514
N -0.995 1.265 2.112 -0.1119 0.0993 0.2507
C -2.349 1.252 2.340 0.0169 -0.0875 -0.0419
N -2.970 0.147 2.696 -0.0339 0.0369 0.0021
H -3.164 4.551 1.706 0.0170 0.0141 -0.0027
H -0.680 4.531 1.352 -0.0016 0.0012 0.0028
H 0.584 2.428 1.616 -0.0020 0.0481 0.0017
```
Positions in Å, forces in eV/Å.

total charge: 0
LUMO energy (spin up / spin down): -1.35 / -1.35 eV

Want to see where the charge sits? The Löwdin charges in e are: 1.17, -0.03, -0.31, -0.09, -0.20, -0.18, -0.13, -0.19, -0.16, -0.08, -0.19, -0.18, 0.00, -0.26, 0.01, -0.24, -0.01, -0.08, -0.02, -0.25, -0.03, 0.09, 0.08, 0.06, 0.11, 0.12, 0.12, 0.13, 0.11, 0.09, 0.13, 0.12, 0.13, 0.12, 0.08, 0.13, 0.11, 0.13, 0.10, 0.07, 0.09, 0.10, 0.10, 0.10, 0.65, -0.71, -0.71, 0.65, -0.62, 0.68, -0.37, -0.22, -0.36, -0.17, -0.61, 0.69, 1.11, -0.23, -0.40, 0.00, -0.02, -0.11, 0.13, -0.45, -0.23, 0.12, 0.11, 0.10

=====

The following is a quantum chemistry calculation of a molecular structure, C29H36N6O2RuS4Sb2 in a non-equilibrium geometry, from the OMol25 dataset.

Geometry as XYZ:
```
80
Properties=species:S:1:pos:R:3:forces:R:3
Ru 0.159 0.318 0.239 -0.7030 -0.6954 -0.6579
C -0.338 -4.916 1.546 -0.4542 0.2178 -0.1137
S -1.801 -3.829 1.601 0.0480 -0.4694 0.1454
C -1.222 -2.308 1.012 -0.0980 0.6939 -0.7452
S 0.487 -1.848 1.063 0.3477 0.6049 -0.0408
N -2.122 -1.503 0.552 -1.1066 -2.2205 0.5453
N -1.753 -0.327 0.138 1.3612 1.4346 -0.4571
C -2.620 0.611 -0.271 -0.2070 -0.0889 0.0075
C -2.090 1.757 -0.869 -0.1896 -0.0012 -0.1033
C -2.892 2.757 -1.478 0.1200 0.0980 0.0176
C -2.303 3.756 -2.196 -0.0522 -0.2729 0.1094
C -0.902 3.777 -2.325 0.3643 -0.1347 0.1805
C -0.163 2.826 -1.663 0.2328 0.6705 -0.4655
N -0.708 1.857 -0.925 -0.1805 -0.5327 0.5283
H -0.401 -5.555 2.420 0.0792 -0.0278 0.0654
H 0.570 -4.322 1.574 0.0616 -0.1002 0.0597
H -0.384 -5.520 0.644 0.1516 -0.0071 -0.0188
H -3.680 0.431 -0.149 -0.0452 0.0525 -0.0799
H -3.963 2.695 -1.378 -0.1365 -0.0398 -0.0005
H -2.890 4.513 -2.688 -0.1762 0.0838 -0.0213
H -0.418 4.543 -2.905 0.1448 0.0432 -0.0524
H 0.924 2.837 -1.721 -0.1978 0.0362 0.0469
C 3.977 -0.540 0.608 -0.2359 0.2595 -0.1213
Sb 2.613 0.666 -0.526 1.5513 -0.4148 -0.7972
C 3.618 2.572 -0.414 -0.4274 -0.2246 0.0410
C 3.386 0.245 -2.560 -0.3937 0.2650 0.4638
C 3.721 -1.162 -2.907 0.1373 -0.2828 -0.1090
C 4.984 -1.649 -2.573 -0.0689 -0.0208 -0.0090
C 5.407 -2.903 -2.975 0.0276 -0.0242 0.0377
C 4.552 -3.706 -3.713 0.0220 -0.0125 0.0853
C 3.289 -3.246 -4.031 0.0285 0.0585 0.0154
C 2.857 -1.975 -3.658 0.3066 -0.0654 0.1698
C 1.521 -1.506 -4.089 -0.7401 0.2747 0.5091
Sb 0.124 -1.400 -2.363 -0.1339 -0.6391 -0.6442
C -1.766 -1.502 -3.411 0.3766 0.2449 0.2030
C 0.191 -3.518 -1.947 0.0925 0.4319 -0.0236
H 3.902 -1.578 0.285 0.0291 0.0795 -0.0426
H 3.698 -0.476 1.658 0.0238 0.0009 0.0182
H 4.987 -0.159 0.464 0.0388 -0.1090 0.0127
H 4.031 2.797 -1.390 0.0313 0.0311 -0.1334
H 4.428 2.482 0.298 0.1767 0.0283 0.1231
H 2.939 3.366 -0.117 -0.0293 0.0702 0.0100
H 4.293 0.847 -2.585 -0.0075 0.0899 0.0094
H 2.673 0.669 -3.268 0.0302 0.1221 0.1259
H 5.657 -1.011 -2.015 0.0764 0.0424 0.0289
H 6.402 -3.247 -2.733 0.0490 -0.0006 0.0403
H 4.877 -4.679 -4.052 -0.0022 -0.0888 -0.0036
H 2.628 -3.867 -4.616 -0.1009 -0.0906 -0.1023
H 1.059 -2.197 -4.784 -0.0713 -0.1080 -0.1496
H 1.551 -0.519 -4.543 -0.0493 0.0749 -0.0804
H -1.703 -2.268 -4.175 0.0448 -0.1400 -0.1063
H -2.000 -0.547 -3.870 -0.0463 0.1031 -0.0362
H -2.541 -1.761 -2.696 -0.0437 -0.0136 0.1109
H 0.156 -4.047 -2.896 -0.0178 -0.0475 -0.0961
H -0.673 -3.784 -1.344 -0.0555 0.0188 0.0388
H 1.103 -3.773 -1.415 0.0377 0.0102 0.0183
N -6.872 2.753 3.814 -0.1459 0.1172 -0.0232
C -5.652 2.160 3.748 0.2900 -0.1914 -0.0871
C -5.524 0.842 3.280 0.0812 0.0622 0.0528
C -4.288 0.240 3.211 -0.0256 -0.1271 -0.0286
C -3.165 0.943 3.611 0.8766 -0.2945 -0.0910
C -3.260 2.248 4.065 -0.1527 0.1100 0.0941
C -4.493 2.861 4.127 0.1137 -0.0571 0.0044
S -1.605 0.114 3.703 -1.3269 -0.8572 0.3298
O -1.756 -1.257 3.316 -0.0845 0.7290 0.3386
O -1.002 0.385 4.983 -0.2175 0.1338 0.1222
N -0.665 0.843 2.538 0.5765 0.4855 0.0068
C 0.398 1.497 2.918 -0.8499 -0.2456 1.3462
S 0.794 1.920 4.601 1.2184 0.6998 -0.0662
C 2.207 2.695 4.009 -0.9941 -0.3312 0.9549
C 2.315 2.568 2.654 -0.5402 -0.4315 -1.1832
N 1.307 1.914 2.043 1.1100 0.6570 -0.3617
H -7.698 2.191 3.701 0.0119 0.1099 0.0512
H -6.967 3.635 4.287 -0.0869 -0.0900 -0.0175
H -6.409 0.290 3.004 -0.1101 -0.0785 -0.0726
H -4.165 -0.783 2.890 -0.1097 -0.1429 -0.1159
H -2.363 2.748 4.399 -0.0006 0.2399 0.0761
H -4.587 3.871 4.499 0.0448 0.0798 0.0116
H 2.891 3.199 4.663 0.1723 0.0821 0.1563
H 3.127 2.951 2.065 0.1283 0.0723 -0.0546
```
Positions in Å, forces in eV/Å.

total charge: +1
spin multiplicity: 6
LUMO energy (spin up / spin down): -2.19 / -5.54 eV
expectation value of S²: 8.809

Want to see where the charge sits? The Löwdin charges in e are: 0.75, -0.38, 0.89, -1.09, 0.53, -0.09, -0.27, -0.10, -0.28, -0.02, -0.06, -0.07, -0.17, -0.08, 0.03, -0.01, 0.03, 0.13, 0.12, 0.11, 0.10, 0.08, -0.29, 1.30, -0.29, -0.29, -0.29, -0.06, -0.07, -0.07, -0.04, -0.30, -0.29, 1.35, -0.29, -0.30, 0.01, 0.00, 0.01, 0.01, 0.01, 0.00, 0.06, 0.05, 0.11, 0.11, 0.11, 0.11, 0.06, 0.06, 0.01, 0.00, 0.00, 0.01, -0.01, 0.00, 0.13, -0.31, -0.01, -0.05, -0.30, -0.06, -0.01, 0.63, -0.31, -0.40, -0.08, -0.67, 1.16, -0.30, -0.20, -0.01, 0.11, 0.11, 0.12, 0.12, 0.11, 0.12, 0.08, 0.09

=====

The following is a quantum chemistry calculation of 2 unconnected molecules or ions with the total composition C3H9O3P in a non-equilibrium geometry, from the OMol25 dataset.

Geometry as XYZ:
```
16
Properties=species:S:1:pos:R:3:forces:R:3
C 2.579 -0.342 -0.149 0.2456 1.8134 -0.6106
C 0.513 0.552 0.763 -1.5277 -3.1906 -2.8455
C 1.086 -0.188 -0.505 -1.7520 -1.7876 3.6547
O -3.742 -0.756 -0.561 0.2191 0.2010 0.0814
O 0.446 -1.473 -0.449 -0.6043 1.0393 -0.0862
O -1.552 -0.181 0.632 1.1315 1.8830 -0.7315
P -2.907 0.353 -0.041 -0.0929 -1.4399 -0.0616
H 2.921 -1.088 0.576 -1.0493 -0.2134 -0.1925
H 3.135 -0.500 -1.075 0.2002 0.2181 0.1522
H 2.854 0.638 0.322 0.4267 -0.5743 -0.6899
H 0.626 -0.058 1.643 -0.0569 0.5160 0.5409
H 0.260 1.557 0.636 -0.1869 1.5561 0.6839
H 0.706 0.304 -1.385 0.9277 0.5787 -0.5730
H -0.519 -1.211 -0.262 1.1039 -0.8299 -0.1966
H -3.585 1.066 0.941 0.1477 0.3158 0.4209
H -2.820 1.327 -1.085 0.8677 -0.0858 0.4535
```
Positions in Å, forces in eV/Å.

total charge: 0
LUMO energy: -1.80 eV

Want to see where the charge sits? The Löwdin charges in e are: -0.03, 0.26, -0.41, -0.43, -0.08, -0.43, 0.47, 0.10, 0.08, 0.09, 0.11, 0.08, 0.14, 0.07, -0.01, 0.00

=====

How do the records compare in ΔE to the lowest compared entry with this formula, charge and spin? In the order shown, they have 0.0, 117.3, 309.0 kJ/mol.